1.
The following is a quantum chemistry calculation of a molecular structure, C32H43As2N2O2PSeSiTi, from the Open Molecules 2025 dataset.

Summary:
LUMO level (alpha / beta) = 0.17 / 0.00 eV
<S²> = 2.006
spin multiplicity = 3
HOMO-LUMO gap (alpha / beta) = 6.8 / 7.1 eV
energy above the lowest of the compared OMol25 structures with the same formula, charge and spin = 1.192 eV

Each line ends with the Mulliken charge.
Positions of all 85 atoms, in Å:
Ti (0.0906, 0.5252, -0.8381)  1.058
C (0.0982, 0.6340, 3.2864)  -1.194
As (-0.9996, 0.5801, 1.6703)  1.183
C (-2.1642, -0.8925, 2.1743)  -1.270
C (-2.2997, 2.0722, 1.8355)  0.489
C (-3.6337, 1.7712, 1.6710)  -1.079
C (-4.5464, 2.8201, 1.6718)  -0.775
C (-4.1773, 4.1582, 1.8667)  -1.241
C (-2.8367, 4.4160, 1.9644)  -0.186
C (-1.9045, 3.4030, 1.9640)  0.574
As (-0.0083, 4.0408, 2.0275)  0.439
C (-0.0317, 5.4327, 0.5619)  -1.077
C (-0.3350, 5.3177, 3.4943)  -1.158
H (-0.5046, 0.8178, 4.1917)  0.412
H (0.9114, 1.3760, 3.1698)  0.183
H (0.5989, -0.3247, 3.2726)  0.427
H (-2.1861, -1.5757, 1.3377)  -0.013
H (-3.2034, -0.5991, 2.4728)  0.435
H (-1.7459, -1.4253, 2.9659)  0.533
H (-3.9303, 0.7787, 1.4711)  0.179
H (-5.6010, 2.6333, 1.6008)  0.387
H (-4.8750, 4.9497, 1.8133)  0.458
H (-2.6357, 5.4938, 1.9343)  0.127
H (0.2818, 4.8299, -0.3015)  0.126
H (0.6806, 6.2307, 0.8197)  0.424
H (-1.0433, 5.7565, 0.3515)  0.431
H (-1.0350, 6.0526, 3.0375)  0.313
H (0.5646, 5.7997, 3.8585)  0.430
H (-0.8712, 4.7919, 4.2980)  0.326
N (2.2215, -1.4615, 0.9481)  0.344
P (1.3389, -1.7961, -0.5497)  1.207
C (1.1221, -3.6437, -0.1681)  0.179
C (1.0610, -4.5620, -1.2734)  -0.727
C (0.5909, -5.8556, -0.9995)  -0.633
C (0.2999, -6.3157, 0.3232)  -0.627
C (0.4187, -5.4185, 1.3915)  -0.513
C (0.7877, -4.1129, 1.1498)  -0.336
C (2.7752, -1.9136, -1.6931)  0.525
C (2.8203, -1.0251, -2.7761)  0.159
C (3.9894, -0.7486, -3.4500)  -0.804
C (5.1211, -1.5238, -3.0998)  -0.384
C (5.0904, -2.4380, -2.0360)  -0.935
C (3.9763, -2.5291, -1.2679)  -0.433
C (2.6085, -0.1744, 1.1043)  -0.315
C (3.7143, 0.1618, 1.9184)  -0.946
C (4.0625, 1.4931, 2.1045)  -0.530
C (3.3296, 2.4831, 1.3987)  -0.896
C (2.3685, 2.0647, 0.5531)  -0.980
N (1.9405, 0.7908, 0.4209)  1.386
H (2.9622, -2.0492, 1.2525)  0.368
H (1.3555, -4.2675, -2.2509)  0.537
H (0.5935, -6.4757, -1.8623)  0.441
H (0.0037, -7.3263, 0.5154)  0.437
H (0.1474, -5.7662, 2.4010)  0.366
H (0.8453, -3.4829, 2.0448)  0.295
H (1.8164, -0.4744, -3.0458)  -0.125
H (4.0438, 0.0178, -4.1876)  0.520
H (5.9769, -1.3688, -3.7134)  0.409
H (5.9663, -3.0058, -1.8429)  0.451
H (3.9190, -3.1324, -0.3823)  0.295
H (4.1927, -0.6666, 2.4741)  0.407
H (4.9283, 1.8432, 2.7915)  0.284
H (3.5325, 3.5198, 1.5717)  0.506
H (1.7373, 2.7356, -0.0558)  0.512
C (-4.6684, -1.9667, -2.4493)  -1.255
Si (-2.9551, -2.1100, -1.6849)  0.726
C (-1.7195, -2.5822, -3.0449)  -0.723
C (-3.0529, -3.4328, -0.3672)  -0.613
Se (-2.4587, 0.0172, -1.0754)  -0.637
H (-4.5915, -2.7042, -3.2041)  0.345
H (-4.9098, -0.9330, -2.8249)  0.263
H (-5.5724, -2.1506, -1.7921)  0.301
H (-1.5510, -3.6140, -3.2018)  0.408
H (-0.8020, -1.9970, -2.8056)  -0.140
H (-2.1108, -2.1311, -3.9510)  0.375
H (-3.1110, -4.4609, -0.8633)  0.306
H (-3.8587, -3.4467, 0.3813)  0.343
H (-2.0627, -3.3979, 0.1321)  -0.133
C (-0.2486, 3.5163, -3.6531)  -1.396
C (0.0815, 2.4948, -2.6092)  0.486
O (0.6173, 1.4115, -2.9651)  -0.690
O (-0.1221, 2.7775, -1.4009)  -0.291
H (-1.2945, 3.2936, -3.9286)  0.301
H (0.2507, 3.3407, -4.6089)  0.373
H (-0.1752, 4.6357, -3.4362)  0.270

2.
The following is a quantum chemistry calculation of 8 unconnected molecules or ions with the total composition C54H50F8N2O4, from the Open Molecules 2025 dataset.

Summary:
LUMO level = 0.42 eV
HOMO-LUMO gap = 9.5 eV
SMILES string = COC[C@@](C#N)(CCCC(=O)O)[C@H](C#N)CC(=O)F.Fc1ccccc1.Fc1ccccc1.Fc1ccccc1.Fc1ccccc1.Fc1ccccc1.Fc1ccccc1.Fc1ccccc1

Each line ends with the Mulliken charge.
Positions of all 118 atoms, in Å:
C (-6.3672, -0.0031, 0.0953)  -0.564
O (-5.2650, -0.6014, 0.7600)  -0.454
C (-4.4139, -1.3172, -0.0990)  -0.663
C (-3.1710, -0.4768, -0.5956)  3.185
C (-3.3402, 0.9225, -0.2122)  -0.814
N (-3.5493, 2.0206, 0.0461)  -0.660
C (-1.8818, -1.0620, 0.0740)  -1.952
C (-0.7491, -0.0621, 0.3732)  -0.739
C (-0.8186, 0.5469, 1.7963)  -0.858
C (-0.9358, 2.0506, 1.7639)  0.528
O (-0.2469, 2.7719, 1.0793)  -0.618
O (-1.8883, 2.5232, 2.5925)  -0.486
C (-3.0742, -0.6135, -2.1431)  0.243
C (-1.7258, -0.2952, -2.6439)  -0.464
N (-0.6440, -0.0203, -2.9295)  -0.631
C (-4.1025, 0.2214, -2.9409)  -0.531
C (-5.3564, -0.5363, -3.2502)  0.038
O (-5.5079, -1.7147, -3.2656)  -0.387
F (-6.3642, 0.2888, -3.5678)  -0.290
H (-6.8761, 0.6292, 0.8177)  0.307
H (-7.0378, -0.7640, -0.3099)  0.289
H (-6.0222, 0.6527, -0.7126)  0.182
H (-4.0534, -2.1769, 0.4624)  0.427
H (-4.9666, -1.7013, -0.9567)  0.093
H (-1.5096, -1.8722, -0.5554)  0.367
H (-2.1600, -1.5238, 1.0214)  0.716
H (-0.6660, 0.7165, -0.3808)  0.635
H (0.1850, -0.6231, 0.3062)  0.381
H (-1.7010, 0.1722, 2.3172)  0.375
H (0.0501, 0.2602, 2.3874)  0.498
H (-2.1522, 3.3986, 2.2684)  0.389
H (-3.2450, -1.6658, -2.3910)  0.655
H (-3.6760, 0.4839, -3.9135)  0.381
H (-4.3552, 1.1696, -2.4663)  0.484
F (-3.7145, 3.8937, -3.9746)  -0.307
C (-2.8828, 3.6322, -5.0073)  0.121
C (-2.9237, 4.4427, -6.1234)  -0.548
C (-2.0677, 4.1616, -7.1789)  -0.308
C (-1.1961, 3.0828, -7.1094)  -0.397
C (-1.1765, 2.2827, -5.9752)  -0.528
C (-2.0237, 2.5579, -4.9106)  -0.229
H (-3.6143, 5.2745, -6.1588)  0.435
H (-2.0817, 4.7885, -8.0607)  0.352
H (-0.5336, 2.8693, -7.9323)  0.427
H (-0.5003, 1.4403, -5.9123)  0.391
H (-1.9998, 1.9478, -4.0204)  0.505
F (-1.1152, 3.0593, -10.2231)  -0.289
C (-0.8147, 3.9642, -11.1797)  0.453
C (-1.8120, 4.3818, -12.0372)  -0.460
C (-1.4988, 5.3165, -13.0133)  -0.307
C (-0.2064, 5.8119, -13.1201)  -0.551
C (0.7781, 5.3736, -12.2454)  -0.329
C (0.4770, 4.4428, -11.2617)  -0.417
H (-2.8107, 3.9785, -11.9377)  0.415
H (-2.2683, 5.6587, -13.6920)  0.357
H (0.0326, 6.5390, -13.8842)  0.370
H (1.7864, 5.7562, -12.3278)  0.354
H (1.2272, 4.0913, -10.5661)  0.407
F (-5.7182, -4.1351, -1.3231)  -0.260
C (-5.3895, -5.1326, -2.1757)  0.310
C (-5.2991, -4.8595, -3.5263)  -0.213
C (-4.9562, -5.8942, -4.3858)  -0.450
C (-4.7179, -7.1702, -3.8928)  -0.560
C (-4.8188, -7.4156, -2.5307)  -0.322
C (-5.1547, -6.3903, -1.6583)  -0.564
H (-5.4927, -3.8615, -3.8914)  0.539
H (-4.8750, -5.7005, -5.4469)  0.369
H (-4.4540, -7.9719, -4.5693)  0.379
H (-4.6372, -8.4090, -2.1431)  0.359
H (-5.2353, -6.5579, -0.5926)  0.420
F (4.2630, 1.0705, 3.9995)  -0.152
C (3.6275, 2.2666, 3.9940)  0.604
C (2.6897, 2.5116, 3.0128)  -0.624
C (2.0289, 3.7310, 3.0079)  -0.383
C (2.3238, 4.6841, 3.9746)  -0.931
C (3.2761, 4.4160, 4.9494)  -0.229
C (3.9355, 3.1941, 4.9673)  -0.746
H (2.4807, 1.7587, 2.2631)  0.591
H (1.2814, 3.9099, 2.2458)  0.557
H (1.8079, 5.6350, 3.9705)  0.410
H (3.5046, 5.1567, 5.7020)  0.451
H (4.6738, 2.9595, 5.7226)  0.444
F (6.1685, -5.3180, 2.2219)  -0.351
C (5.5453, -4.1163, 2.2250)  0.187
C (4.6138, -3.8507, 1.2432)  -0.631
C (3.9746, -2.6191, 1.2528)  -0.334
C (4.2753, -1.6792, 2.2293)  -0.304
C (5.2200, -1.9697, 3.2036)  -0.546
C (5.8616, -3.2001, 3.2072)  -0.349
H (4.3988, -4.5960, 0.4894)  0.424
H (3.2388, -2.3940, 0.4920)  0.427
H (3.7777, -0.7198, 2.2326)  0.418
H (5.4585, -1.2361, 3.9612)  0.401
H (6.6026, -3.4438, 3.9544)  0.648
F (2.1936, 5.7593, 7.6938)  -0.337
C (2.3670, 4.8375, 8.6638)  0.444
C (3.2346, 5.1136, 9.7009)  -0.558
C (3.4095, 4.1582, 10.6916)  -0.297
C (2.7270, 2.9510, 10.6288)  -0.534
C (1.8634, 2.6974, 9.5719)  -0.341
C (1.6752, 3.6465, 8.5778)  -0.325
H (3.7597, 6.0590, 9.7260)  0.416
H (4.0817, 4.3587, 11.5149)  0.355
H (2.8695, 2.2084, 11.4022)  0.377
H (1.3343, 1.7556, 9.5179)  0.359
H (1.0068, 3.4722, 7.7452)  0.452
F (5.7747, -4.6440, 8.3463)  -0.312
C (5.9573, -5.6596, 7.4773)  0.361
C (6.0616, -5.3753, 6.1305)  -0.402
C (6.2543, -6.4197, 5.2376)  0.003
C (6.3295, -7.7262, 5.7040)  -0.740
C (6.2171, -7.9877, 7.0626)  -0.276
C (6.0324, -6.9486, 7.9638)  -0.539
H (5.9929, -4.3512, 5.7972)  0.361
H (6.3466, -6.2141, 4.1809)  0.398
H (6.4772, -8.5399, 5.0067)  0.383
H (6.2736, -9.0052, 7.4257)  0.358
H (5.9484, -7.1285, 9.0270)  0.419

3.
The following is a quantum chemistry calculation of a molecular structure, C40H66Ge2N4O5PS4SiTi, from the Open Molecules 2025 dataset.

Summary:
total charge = -1
LUMO level (alpha / beta) = 1.88 / 1.07 eV
<S²> = 2.012
spin multiplicity = 3
HOMO-LUMO gap (alpha / beta) = 4.5 / 3.7 eV
energy above the lowest of the compared OMol25 structures with the same formula, charge and spin = 2.747 eV

Each line ends with the Mulliken charge.
Positions of all 124 atoms, in Å:
Ti (-0.9306, 0.5844, 0.0139)  -2.388
C (2.7818, 0.7067, -3.9670)  -1.164
C (1.3911, 0.3690, -3.4200)  -0.365
Ge (1.1336, 0.8157, -1.4917)  1.737
C (2.8578, 0.2244, -0.6092)  0.957
C (3.9159, 1.3216, -0.4536)  -1.615
C (1.4898, 2.7632, -1.6532)  -1.771
C (0.7130, 3.7530, -1.2034)  0.176
Ge (-0.8499, 3.2224, -0.0178)  2.025
C (-2.5108, 4.1823, -0.5689)  -0.472
C (-2.5407, 5.7037, -0.7533)  -1.262
C (-0.3964, 3.6923, 1.8927)  0.276
C (-0.2087, 5.1304, 2.3848)  -1.319
C (1.0623, 5.1786, -1.4985)  0.660
C (0.5883, 6.2212, -0.7015)  0.266
C (0.9486, 7.5427, -0.9278)  -1.226
C (1.7913, 7.8637, -1.9802)  -0.399
C (2.2512, 6.8461, -2.8071)  -0.709
C (1.8882, 5.5285, -2.5744)  -0.773
H (2.8901, 0.3788, -5.0055)  0.426
H (3.5643, 0.2125, -3.3817)  0.165
H (2.9751, 1.7821, -3.9363)  0.183
H (1.1804, -0.6935, -3.5686)  0.166
H (0.6205, 0.9121, -3.9738)  0.495
H (3.2743, -0.6227, -1.1641)  -0.001
H (2.5809, -0.1446, 0.3814)  -0.796
H (4.2411, 1.6936, -1.4276)  0.369
H (4.8025, 0.9571, 0.0790)  0.372
H (3.5106, 2.1720, 0.1015)  0.288
H (2.3874, 3.0409, -2.2133)  0.107
H (-3.2526, 3.9049, 0.1763)  0.292
H (-2.8069, 3.7036, -1.5039)  0.372
H (-2.3198, 6.2283, 0.1799)  0.223
H (-3.5402, 6.0121, -1.0750)  0.420
H (-1.8294, 6.0363, -1.5077)  0.333
H (0.5114, 3.1284, 2.1132)  -0.326
H (-1.1993, 3.2270, 2.4670)  0.354
H (0.6885, 5.5857, 1.9659)  0.318
H (-0.0983, 5.1351, 3.4739)  0.406
H (-1.0670, 5.7609, 2.1388)  0.290
H (-0.0758, 5.9726, 0.1079)  0.424
H (0.5666, 8.3194, -0.2751)  0.379
H (2.0779, 8.8926, -2.1593)  0.375
H (2.9027, 7.0793, -3.6411)  0.394
H (2.2496, 4.7587, -3.2442)  0.517
S (-2.3367, 0.6404, -1.9384)  -0.029
S (-4.1910, 0.0827, -1.2218)  -0.090
S (-4.5796, 1.4873, 0.2535)  -0.199
S (-2.8928, 1.4555, 1.4175)  -0.232
C (-4.6104, -3.4259, 1.3818)  -0.954
N (-3.4925, -3.8967, 0.4734)  0.423
C (-2.6196, -4.8310, 1.2747)  -0.881
N (-2.1056, -4.1811, 2.4334)  0.145
C (-3.1917, -3.7008, 3.2777)  -0.914
N (-4.0916, -2.8172, 2.5575)  0.231
C (-3.4810, -1.5056, 2.2843)  -1.753
P (-1.8813, -1.5827, 1.3254)  3.644
C (-2.6822, -2.7251, -0.0112)  -0.986
C (-1.1354, -3.1241, 2.1137)  -1.437
H (-5.2131, -4.3009, 1.6354)  0.378
H (-5.2036, -2.7049, 0.8216)  0.426
H (-3.8860, -4.3861, -0.3335)  0.400
H (-1.8077, -5.1609, 0.6282)  0.462
H (-3.2340, -5.6846, 1.5689)  0.359
H (-2.7620, -3.1457, 4.1103)  0.467
H (-3.7499, -4.5598, 3.6598)  0.273
H (-3.3063, -0.9902, 3.2283)  0.247
H (-4.1956, -0.9143, 1.7134)  0.411
H (-1.8917, -3.1105, -0.6690)  -0.374
H (-3.3303, -2.1130, -0.6307)  -0.319
H (-0.6082, -2.8549, 3.0281)  0.544
H (-0.4181, -3.5502, 1.4213)  0.142
O (-0.8963, -0.5188, 2.9863)  -0.997
C (0.0438, 0.2119, 2.6615)  -0.067
O (0.2011, 0.6538, 1.4694)  0.873
C (1.0185, 0.6311, 3.7039)  0.749
C (2.1485, 1.3447, 3.3382)  -0.418
C (3.0496, 1.8280, 4.2891)  -1.310
C (2.7634, 1.5595, 5.6022)  0.829
O (3.4706, 1.9098, 6.7137)  -0.514
C (2.6309, 1.5702, 7.8164)  -0.224
O (1.6004, 0.7164, 7.3388)  -0.521
C (1.6384, 0.8400, 5.9703)  0.583
C (0.7522, 0.3533, 5.0511)  -0.893
H (2.3213, 1.5326, 2.2853)  0.360
H (3.9316, 2.3892, 4.0114)  0.480
H (2.1938, 2.4808, 8.2369)  0.252
H (3.2130, 1.0598, 8.5806)  0.224
H (-0.1417, -0.1884, 5.3288)  0.552
C (-2.5565, -1.3262, -5.3628)  -0.972
Si (-2.3360, -2.7507, -4.1220)  -0.178
C (-4.0645, -3.0190, -3.3663)  -0.657
C (-1.9809, -4.2919, -5.1800)  -1.244
C (-1.0487, -2.6559, -2.8856)  0.824
H (-3.3230, -1.5269, -6.1221)  0.299
H (-1.6101, -1.1247, -5.8736)  0.289
H (-2.8357, -0.4142, -4.8250)  0.218
H (-4.8419, -3.0412, -4.1392)  0.395
H (-4.3130, -2.2005, -2.6807)  0.119
H (-4.1152, -3.9626, -2.8097)  0.025
H (-2.6644, -4.3693, -6.0358)  0.270
H (-2.0770, -5.2046, -4.5854)  0.259
H (-0.9588, -4.2561, -5.5720)  0.291
H (-1.0756, -1.8792, -2.1077)  -0.342
H (-0.0290, -2.8160, -3.2548)  -0.090
O (0.4591, -1.7619, -0.0082)  1.359
C (1.2789, -2.6737, 0.0725)  -1.275
C (1.2843, -3.8393, -0.8723)  -0.830
C (2.4471, -3.7421, -1.8705)  -0.353
C (3.7843, -4.2355, -1.3131)  -1.175
C (4.2859, -3.4551, -0.0974)  -0.364
C (3.3631, -3.5645, 1.1192)  -0.943
N (2.2106, -2.6765, 1.0614)  0.104
H (0.3369, -3.7987, -1.4319)  -0.240
H (1.3474, -4.7839, -0.3162)  0.806
H (2.5369, -2.7013, -2.1982)  -0.066
H (2.1919, -4.3371, -2.7492)  0.505
H (4.5370, -4.1694, -2.1037)  0.433
H (3.6944, -5.2943, -1.0423)  0.335
H (4.3933, -2.3976, -0.3554)  0.098
H (5.2746, -3.8321, 0.1810)  0.442
H (3.9130, -3.3076, 2.0237)  0.515
H (3.0209, -4.5982, 1.2262)  0.294
H (2.2194, -1.8489, 1.6382)  0.329

Asked for maximum force across the records above, the calculation gives 0.06587; 0.01813; 0.07356 Eh/bohr in order.